<w>
CH10N2O3 | the ωB97M-V functional and the def2-TZVPD basis

Bonds (Å) are listed after each position.
Positions of all 16 atoms, in Å:
1 H 2.354 0.585 1.147  N2 1.015
2 N 1.659 0.635 0.409  H1 1.015, C3 1.264
3 C 1.851 1.630 -0.345  N2 1.264, N4 1.363, H5 1.093
4 N 1.016 1.947 -1.375  C3 1.363, H6 1.017, H7 1.002
5 H 2.603 2.398 -0.140  C3 1.093
6 H 0.252 1.280 -1.435  N4 1.017
7 H 1.398 2.438 -2.160  N4 1.002
8 O -1.082 -2.308 0.485  H9 0.964, H10 0.967
9 H -0.249 -2.397 0.962  O8 0.964
10 H -1.654 -1.737 1.016  O8 0.967
11 O -1.867 -0.429 2.545  H12 0.965, H13 0.964
12 H -2.242 0.165 3.206  O11 0.965
13 H -0.932 -0.198 2.498  O11 0.964
14 O -0.851 -0.752 -2.079  H15 0.957, H16 0.963
15 H -0.242 -1.411 -2.411  O14 0.957
16 H -0.948 -0.867 -1.128  O14 0.963

Properties
* SMILES string: [H]/N=C/N.O.O.O
* HOMO: -9.36 eV
* net charge: 0
* Kohn-Sham gap: 9.9903 eV

=====

<x>
CH10N2O3 | the ωB97M-V functional and the def2-TZVPD basis

Bonds (Å) are listed after each position.
Positions of all 16 atoms, in Å:
1 H 0.103 -0.586 -2.541  N2 1.020
2 N -0.498 -0.040 -1.924  H1 1.020, C3 1.282
3 C 0.281 0.703 -1.228  N2 1.282, N4 1.345, H5 1.092
4 N -0.097 1.650 -0.351  C3 1.345, H6 1.006, H7 1.005
5 H 1.368 0.620 -1.291  C3 1.092
6 H 0.634 1.986 0.252  N4 1.006
7 H -1.053 1.742 -0.055  N4 1.005
8 O 0.509 -1.615 0.662  H9 0.975, H10 0.962
9 H -0.381 -1.376 0.342  O8 0.975
10 H 0.358 -2.292 1.327  O8 0.962
11 O -2.336 -0.935 0.058  H12 0.982, H13 0.962
12 H -1.949 -0.389 -0.662  O11 0.982
13 H -2.993 -0.391 0.503  O11 0.962
14 O 1.906 0.677 1.548  H15 0.971, H16 0.977
15 H 2.657 0.407 2.102  O14 0.971
16 H 1.492 -0.159 1.257  O14 0.977

Properties
* SMILES string: [H]/N=C/N.O.O.O
* HOMO: -9.46 eV
* net charge: 0
* Kohn-Sham gap: 10.2175 eV

=====

Most stable structure, least stable structure: <x>, <w>.